[1]
Density functional theory data (ωB97M-V/def2-TZVPD) for a cluster of 11 separate species, C25H74N2O19 in total at a distorted geometry.

HOMO: -0.3323 Ha
Maximum force: 1.883 eV/Å
E_LUMO: 0.36 eV
Kohn-Sham gap: 0.345 Ha

XYZ file:
```
120
Properties=species:S:1:pos:R:3:forces:R:3
C 1.539335 -3.199338 -0.818868 1.09 0.25 -0.03
O 0.797425 -4.353562 -1.109991 0.30 -0.13 0.08
C 0.213484 -4.965304 0.019719 -0.83 0.37 -0.17
C 1.108819 -5.614587 1.068825 0.14 0.08 0.81
C 1.703365 -6.929117 0.594689 -0.19 -0.29 0.13
N 0.410082 -5.775058 2.340100 -0.24 -0.42 0.48
H 0.961858 -2.398730 -0.343891 -0.19 -0.12 -0.01
H 1.986209 -2.809552 -1.734546 -0.49 -0.03 -0.20
H 2.431616 -3.416407 -0.212878 -0.28 -0.08 0.29
H -0.410922 -4.226513 0.547773 0.09 0.09 -0.01
H -0.477344 -5.690474 -0.420366 0.04 -0.21 0.28
H 1.918049 -4.927033 1.342463 0.16 0.01 -0.55
H 2.530486 -6.683485 -0.068038 -0.05 -0.43 -0.23
H 0.951433 -7.562042 0.112501 0.01 0.37 -0.46
H 2.042744 -7.597275 1.390053 0.38 0.55 0.27
H -0.259353 -5.069017 2.608048 0.05 0.16 -0.28
H 0.027165 -6.683302 2.552235 0.01 -0.09 -0.35
C -0.205927 1.246695 -4.341949 -0.48 0.02 0.55
O 0.894803 1.032603 -5.190533 0.30 -0.25 -0.10
C 1.208174 2.110586 -6.048779 -0.49 0.38 0.04
C 2.337290 2.973813 -5.533911 0.70 0.80 1.00
C 3.689405 2.259519 -5.517630 -0.63 -1.06 -0.86
N 2.051010 3.512807 -4.175925 0.12 -0.34 0.19
H -0.510477 0.293062 -3.909527 0.12 -0.14 -0.24
H -1.067208 1.677014 -4.865512 0.09 -0.04 -0.17
H 0.009038 1.888322 -3.481251 0.20 0.15 -0.18
H 1.493161 1.734083 -7.034083 0.00 -0.29 0.09
H 0.299635 2.707001 -6.191206 0.12 0.17 0.00
H 2.411174 3.884684 -6.137019 -0.09 -0.28 -0.41
H 4.533897 2.923558 -5.357340 0.00 0.02 0.20
H 3.830535 1.715080 -6.460398 0.21 0.35 -0.11
H 3.645273 1.438781 -4.796708 0.18 0.29 0.33
H 2.909493 3.973591 -3.879961 -0.13 0.27 -0.07
H 2.019068 2.724996 -3.527034 -0.24 -0.08 -0.16
O 6.252946 2.844634 -1.537969 0.16 -0.10 0.15
C 4.981672 2.198047 -1.533289 0.74 0.69 -0.43
C 4.687557 1.362411 -0.322533 -0.80 0.11 -0.03
O 5.538372 0.239255 -0.243062 0.37 0.04 -0.24
H 6.958578 2.193873 -1.472790 -0.12 -0.18 0.02
H 4.309187 3.057899 -1.573592 -0.38 -0.27 0.15
H 4.851452 1.628612 -2.460605 -0.03 -0.18 0.13
H 3.648064 1.035463 -0.461339 0.01 -0.07 0.20
H 4.724693 1.965423 0.590291 0.13 0.04 -0.04
H 5.443193 -0.164582 0.622796 -0.10 0.03 0.02
O -3.028210 -0.812316 0.654852 -0.30 0.24 0.53
C -3.516981 -2.108720 1.011551 0.42 0.26 -0.66
C -3.018029 -3.101965 0.000244 0.04 -1.32 -0.78
O -3.887175 -3.117938 -1.144484 -0.40 0.09 0.18
H -2.088397 -0.823982 0.900701 0.05 -0.05 -0.13
H -3.221818 -2.385401 2.026506 0.02 0.03 -0.15
H -4.605545 -2.078596 0.948102 -0.02 -0.02 0.06
H -2.977181 -4.113667 0.428902 -0.20 0.09 0.11
H -2.021399 -2.926573 -0.417645 0.17 0.52 0.66
H -3.589503 -3.800802 -1.751527 0.03 0.02 -0.02
O -7.603006 0.864719 1.174873 0.10 -0.39 -0.30
C -6.251808 0.834704 1.577606 0.67 0.46 0.76
C -5.332127 1.682307 0.712964 0.57 -0.22 -0.61
O -4.046869 1.873323 1.278765 -0.03 0.27 0.61
H -7.731010 1.653360 0.640159 -0.08 -0.02 -0.01
H -6.190650 1.154673 2.626705 0.10 0.25 -0.09
H -5.800965 -0.163718 1.574185 -0.65 -0.28 -0.23
H -5.725845 2.682104 0.512012 -0.15 -0.02 0.18
H -5.185910 1.178762 -0.251624 -0.37 0.04 -0.06
H -3.635636 1.009806 1.420857 -0.12 -0.22 -0.36
O -5.380829 -0.995694 -2.358755 -0.21 -0.03 -0.41
C -4.289306 -0.280781 -2.911590 0.24 0.98 1.59
C -4.764206 1.086518 -3.382457 -0.07 -0.61 -1.31
O -5.086531 0.994113 -4.787563 -0.21 0.34 0.35
H -5.024039 -1.760752 -1.886798 0.09 -0.05 0.00
H -3.571702 -0.076563 -2.099541 0.17 -0.33 -0.17
H -3.789866 -0.809160 -3.724815 0.00 -0.01 -0.08
H -3.989334 1.848510 -3.319138 0.15 -0.12 0.04
H -5.627341 1.434447 -2.810075 -0.01 -0.17 0.12
H -5.680562 0.241292 -4.874484 -0.07 0.05 -0.07
O -0.577858 -2.076386 5.583556 0.23 0.23 -0.48
C -1.331669 -0.865426 5.509383 -0.42 -0.40 1.13
C -2.145856 -0.872498 4.246462 -0.82 0.62 -0.51
O -2.973391 -2.043454 4.165853 0.36 0.30 0.09
H -0.223383 -2.174917 6.471033 0.04 0.03 0.00
H -2.028722 -0.853962 6.358569 -0.10 -0.02 -0.11
H -0.706576 0.020009 5.666006 0.12 0.03 -0.57
H -1.582768 -0.726166 3.320469 0.34 -0.61 0.22
H -2.829518 -0.014477 4.231514 0.29 0.23 0.34
H -3.847500 -1.746174 4.429230 -0.12 -0.30 0.02
O -0.402551 -0.647113 1.397549 0.67 0.14 -0.43
C -0.218475 0.722848 0.972606 -1.00 -0.59 1.12
C -0.311361 0.933069 -0.513450 0.52 1.20 0.30
O 0.873099 0.515978 -1.212195 -0.81 -0.14 0.58
H 0.485398 -1.020250 1.471987 0.02 -0.08 -0.03
H -1.063659 1.210408 1.471849 0.09 0.47 -0.33
H 0.690776 1.094293 1.447354 0.09 0.17 -0.33
H -0.371099 2.025872 -0.624412 -0.31 -0.02 -0.10
H -1.261029 0.538427 -0.871407 0.38 -0.49 -0.48
H 1.546045 0.815145 -0.587190 0.49 -0.36 -0.34
O 3.437836 5.460974 -0.194668 0.03 -0.29 -0.17
C 2.026111 5.457452 -0.445264 0.51 0.34 -0.02
C 1.511812 4.228861 0.244353 0.22 -0.19 0.42
O 1.649820 4.350151 1.666839 -0.08 0.01 0.01
H 3.834552 6.286989 -0.483333 -0.07 0.02 -0.04
H 1.639196 6.387749 -0.020894 -0.53 -0.23 0.03
H 1.767809 5.416372 -1.507256 0.22 -0.03 -0.08
H 2.111268 3.357318 -0.046982 -0.06 0.10 -0.43
H 0.472429 4.035162 -0.010533 -0.09 0.11 0.25
H 2.530145 4.726257 1.808775 -0.03 0.15 -0.06
O 2.711424 -0.208182 1.591776 0.25 -0.21 0.16
C 3.293115 -1.330557 2.257337 -0.30 0.20 -0.93
C 2.237268 -2.039797 3.071242 -0.16 0.30 0.81
O 1.606718 -1.047945 3.882771 0.20 0.02 -0.04
H 2.618651 0.496680 2.262282 -0.08 0.15 -0.07
H 3.674319 -1.970868 1.457612 -0.02 -0.21 0.16
H 4.152810 -1.018833 2.858063 -0.17 0.00 0.25
H 2.704868 -2.799254 3.708228 -0.08 -0.16 -0.16
H 1.449384 -2.501548 2.467532 0.35 -0.25 -0.35
H 0.761237 -1.401676 4.185255 0.06 -0.16 0.30
C 1.558073 2.145456 4.216685 0.55 0.08 0.69
O 2.489957 2.098105 3.141196 -0.21 -0.04 -0.02
H 0.531994 2.013847 3.871942 -0.05 0.05 0.07
H 1.821198 1.373677 4.939460 -0.11 -0.32 -0.35
H 1.684109 3.070611 4.789448 -0.32 0.20 -0.32
H 2.247261 2.839330 2.557906 0.00 -0.07 -0.06
```
Positions in Å, forces in eV/Å.

Here are the Mulliken charges for atoms 1 to 99, given in e:
1 C -0.45
2 O -0.45
3 C 0.17
4 C 0.89
5 C -1.59
6 N -0.60
7 H 0.00
8 H 0.35
9 H 0.27
10 H -0.41
11 H 0.33
12 H -0.09
13 H 0.34
14 H 0.36
15 H 0.46
16 H 0.15
17 H 0.22
18 C -0.53
19 O -0.37
20 C -0.85
21 C 0.44
22 C -1.31
23 N -0.55
24 H 0.18
25 H 0.35
26 H 0.15
27 H 0.46
28 H 0.34
29 H 0.32
30 H 0.41
31 H 0.39
32 H 0.26
33 H 0.31
34 H 0.04
35 O -0.59
36 C -0.27
37 C 0.29
38 O -0.60
39 H 0.34
40 H 0.04
41 H 0.26
42 H -0.06
43 H 0.23
44 H 0.32
45 O 1.10
46 C -0.29
47 C -0.24
48 O -0.57
49 H -0.25
50 H 0.16
51 H 0.48
52 H 0.38
53 H 0.01
54 H 0.29
55 O -0.53
56 C 0.03
57 C -0.43
58 O -0.62
59 H 0.34
60 H 0.24
61 H -0.12
62 H 0.50
63 H 0.25
64 H 0.16
65 O -0.61
66 C 0.47
67 C -0.50
68 O -0.58
69 H 0.43
70 H -0.57
71 H 0.48
72 H 0.26
73 H 0.30
74 H 0.33
75 O -0.56
76 C -0.62
77 C 0.47
78 O -0.60
79 H 0.28
80 H 0.45
81 H 0.21
82 H -0.37
83 H 0.41
84 H 0.35
85 O -0.42
86 C 0.22
87 C 0.46
88 O -0.38
89 H -0.57
90 H 0.42
91 H -0.31
92 H 0.07
93 H -0.26
94 H -0.10
95 O -0.54
96 C -0.72
97 C 0.64
98 O -0.68
99 H 0.29



[2]
Density functional theory data (ωB97M-V/def2-TZVPD) for a structure of composition C25H75AsF6N15O10 at a distorted geometry.

HOMO: -0.2514 Ha
Maximum force: 3.099 eV/Å
Charge: -1
E_LUMO: 2.09 eV
Kohn-Sham gap: 0.328 Ha

XYZ file:
```
132
Properties=species:S:1:pos:R:3:forces:R:3
As -0.869715 0.194572 0.436384 -0.26 0.74 1.92
F -0.027629 -0.309580 -0.969813 0.40 0.00 0.12
F 0.349299 -0.198444 1.632991 -0.04 -0.36 -1.16
F -1.818861 0.722544 1.824525 -0.36 -0.10 -0.58
F -2.171766 0.753258 -0.625509 0.30 -0.23 0.95
F -1.610430 -1.396815 0.629885 0.41 0.89 -0.48
F -0.172137 1.811905 0.410868 -0.33 -0.80 -0.61
C -3.640081 -0.346509 5.545433 0.82 -0.17 1.31
O -3.270374 -0.391128 6.723448 -0.79 0.31 -0.58
N -2.873755 -0.844689 4.559760 0.19 -0.16 -0.59
N -4.819603 0.181976 5.101783 -0.20 0.04 -0.06
H -3.148144 -0.714395 3.599787 0.18 -0.27 -0.19
H -2.010276 -1.288463 4.814909 0.02 0.04 -0.08
H -5.364297 0.757567 5.715036 0.06 -0.02 0.03
H -4.967421 0.211421 4.106258 -0.18 0.12 0.04
C -2.309688 -5.032223 1.476611 -0.10 -3.08 0.30
O -2.929005 -5.678168 2.337607 0.77 0.91 -0.10
N -1.035262 -5.376837 1.073878 0.31 0.32 0.12
N -2.919803 -4.186594 0.660577 -0.95 1.75 -0.82
H -0.481936 -6.012235 1.616296 -0.27 0.02 0.29
H -0.551935 -4.807530 0.393762 -0.08 0.23 0.06
H -3.910810 -3.991920 0.807174 0.50 -0.29 0.01
H -2.419631 -3.650425 -0.030097 0.16 -0.03 0.18
C -2.585449 1.779154 -3.827775 -1.61 -0.11 -1.41
O -3.149857 2.004632 -4.907622 0.59 0.06 0.67
N -1.931898 2.737998 -3.130364 0.42 0.56 0.09
N -2.630987 0.564869 -3.237342 0.84 -0.45 1.13
H -1.528191 2.567915 -2.226629 -0.09 -0.03 0.11
H -2.157413 3.683534 -3.382067 0.19 -0.02 -0.05
H -3.216962 -0.162494 -3.597090 -0.06 0.18 -0.31
H -2.334741 0.517703 -2.258080 -0.35 -0.30 -0.89
C 2.986911 2.845596 2.531270 -0.53 -0.66 -1.05
O 2.707101 3.581252 1.585231 0.13 0.04 1.08
N 2.103553 2.085016 3.211703 -0.80 -0.37 0.24
N 4.281683 2.588441 2.883760 0.54 0.51 -0.31
H 1.126097 2.088306 2.968786 0.11 0.32 -0.25
H 2.359401 1.422282 3.931303 0.10 0.57 0.03
H 4.499887 1.945506 3.616943 0.19 0.21 0.23
H 4.937011 3.276701 2.554826 0.21 -0.27 0.17
C -1.323300 3.566576 3.809156 -1.64 1.26 0.11
O -1.343590 4.493337 4.624015 0.70 -0.53 -0.33
N -2.050103 2.434547 4.012991 0.06 -0.28 0.70
N -0.800546 3.634575 2.561850 0.24 -0.30 0.57
H -2.592385 2.467405 4.858393 -0.03 -0.39 -0.07
H -2.190734 1.731768 3.301694 0.01 0.17 0.42
H -1.016548 2.842295 1.981040 0.47 0.54 -0.65
H -0.384223 4.501137 2.278630 0.18 -0.22 -0.33
C 1.805846 -4.797659 -1.758168 -0.59 -1.45 -0.11
C 1.674330 -3.830598 -0.615537 0.14 0.84 -1.12
C 2.760597 -2.751460 -0.757838 0.23 -0.16 0.42
O 2.788314 -1.915075 0.387874 -0.34 -0.73 -0.23
C 3.511358 -0.710812 0.230458 -0.82 0.31 -0.14
N 0.331143 -3.179814 -0.719464 1.44 0.43 0.92
H 1.956647 -4.313586 -2.724700 0.03 0.15 0.08
H 0.858497 -5.345165 -1.802650 -0.10 0.12 -0.26
H 2.523807 -5.614626 -1.656121 0.43 0.42 0.20
H 1.743731 -4.305682 0.364692 0.06 -0.05 -0.03
H 2.558179 -2.153463 -1.654089 -0.17 0.00 -0.11
H 3.737022 -3.225603 -0.914111 0.15 -0.02 0.12
H 2.826645 0.117541 0.011900 -0.09 -0.05 0.05
H 4.179272 -0.770773 -0.632526 0.51 -0.03 0.43
H 3.953713 -0.500820 1.203619 0.51 0.08 -0.31
H 0.211095 -2.828545 -1.667468 0.04 -0.25 -0.15
H 0.628578 -2.329035 -0.229330 -1.36 0.12 0.23
C 4.077825 4.390361 -5.384985 -1.26 0.55 -0.70
C 3.737494 4.745468 -3.929233 2.27 0.16 -0.43
C 2.844300 3.695658 -3.286469 0.04 0.74 -0.49
O 2.464784 4.115452 -2.005463 0.20 -0.20 -0.11
C 1.836619 3.132416 -1.203877 -1.07 0.16 -0.77
N 5.058872 4.842010 -3.270534 -0.93 -0.80 1.35
H 4.806264 5.079602 -5.812756 0.26 0.01 0.39
H 3.224496 4.527206 -6.060428 -0.13 -0.53 0.06
H 4.468169 3.375933 -5.473078 -0.09 -0.04 -0.01
H 3.218047 5.703709 -3.877043 0.05 0.01 0.10
H 3.270676 2.686455 -3.265293 0.28 0.02 -0.09
H 2.046728 3.711165 -4.045904 -0.74 -0.59 0.56
H 0.960629 2.727474 -1.729529 -0.16 0.14 -0.11
H 1.482070 3.645090 -0.316693 0.30 -0.30 0.12
H 2.421741 2.238212 -0.971806 0.58 0.35 0.17
H 5.669725 5.616921 -3.457050 -0.19 0.11 -0.48
H 5.497602 3.950138 -3.453969 0.56 0.24 0.15
C 0.776614 -0.476337 6.923906 0.87 1.26 -0.66
C 1.893504 -0.649852 5.900062 1.07 -0.27 -0.60
C 1.429544 -0.965015 4.483370 -0.66 -0.36 -0.20
O 1.010230 -2.305592 4.478499 0.28 -0.14 -0.26
C 0.696247 -2.776305 3.177041 -1.20 0.54 0.22
N 2.803482 0.525305 5.829523 -0.03 0.00 0.68
H 0.057514 0.259251 6.558328 -0.38 -0.37 -0.05
H 1.257610 0.044956 7.756725 -0.24 -0.47 0.45
H 0.352588 -1.438411 7.188108 -0.22 0.15 0.11
H 2.528204 -1.460652 6.278008 -0.34 -0.50 -0.40
H 2.150468 -0.864414 3.655257 0.53 0.29 0.52
H 0.595177 -0.313722 4.173975 -0.01 0.10 0.27
H -0.185057 -2.248267 2.789110 -0.44 -0.35 0.34
H 0.479983 -3.823495 3.361266 0.09 -0.16 -0.71
H 1.382133 -2.520158 2.361587 0.88 -0.48 0.55
H 3.589416 0.299163 5.224059 -0.15 -0.28 -0.18
H 3.253854 0.515018 6.742969 -0.10 0.65 0.03
C 4.004679 0.719635 -7.373796 0.52 -1.01 0.62
C 2.482514 0.731511 -7.421763 0.12 -1.57 -0.05
C 1.833735 -0.083977 -6.265792 0.14 0.48 0.27
O 1.880419 0.732188 -5.109321 0.93 -0.27 -0.47
C 1.156808 0.234571 -4.045744 -0.72 0.36 1.75
N 1.995761 2.099041 -7.453457 -0.48 -0.15 0.13
H 4.407300 -0.294808 -7.491342 -0.39 -0.20 0.00
H 4.388500 0.997987 -6.389736 0.09 0.70 -0.25
H 4.437715 1.240120 -8.225383 -0.08 0.60 0.35
H 2.312144 0.099345 -8.300476 -0.76 0.68 -0.39
H 2.368718 -1.029198 -6.105057 0.11 0.03 0.03
H 0.767742 -0.327181 -6.368664 0.06 0.00 -0.82
H 0.073433 0.176685 -4.217846 0.06 0.06 -0.31
H 1.312699 0.947512 -3.231342 -0.19 -0.03 0.00
H 1.453465 -0.733928 -3.617017 0.40 -0.14 -0.56
H 1.792558 2.253213 -6.465760 0.11 0.63 -0.09
H 1.081183 2.161635 -7.891569 0.06 -0.15 -0.15
C -5.645584 0.255219 0.272178 -0.53 0.02 0.09
C -5.604486 -1.103248 0.979194 -0.13 -0.51 -0.12
C -5.659419 -2.341386 -0.001558 -0.90 2.06 0.90
O -5.646290 -3.568184 0.680071 0.91 0.09 -0.17
C -6.798920 -3.964497 1.364927 -0.83 0.11 -0.43
N -4.392675 -1.189517 1.781643 0.50 -0.24 -0.26
H -6.664467 0.581516 0.052017 -0.08 -0.32 -0.23
H -5.073723 0.287133 -0.656743 0.14 -0.09 0.05
H -5.279041 1.040215 0.935209 0.33 -0.19 0.05
H -6.438492 -1.163928 1.685048 -0.16 0.00 -0.17
H -4.758038 -2.224189 -0.603015 0.00 -0.55 -0.22
H -6.559833 -2.215555 -0.612148 0.02 -0.34 -0.28
H -7.595384 -4.131895 0.627051 -0.09 -0.13 0.13
H -7.173872 -3.216855 2.069973 0.24 -0.03 0.12
H -6.576710 -4.898318 1.876430 0.07 0.10 0.03
H -4.252784 -2.173841 2.005860 -0.07 0.03 0.41
H -3.627435 -1.031924 1.127523 0.21 0.29 0.26
```
Positions in Å, forces in eV/Å.

Here are the Mulliken charges for atoms 1 to 99, given in e:
1 As 2.15
2 F -0.36
3 F -0.22
4 F -0.42
5 F -0.73
6 F -0.25
7 F -0.40
8 C 0.60
9 O -0.72
10 N -0.03
11 N -0.36
12 H 0.00
13 H 0.09
14 H 0.22
15 H 0.16
16 C 0.56
17 O -0.75
18 N -0.39
19 N -0.08
20 H 0.25
21 H 0.24
22 H 0.22
23 H 0.13
24 C 0.50
25 O -0.75
26 N -0.24
27 N -0.26
28 H 0.11
29 H 0.19
30 H 0.19
31 H 0.29
32 C 0.55
33 O -0.65
34 N 0.11
35 N -0.35
36 H -0.04
37 H 0.04
38 H 0.14
39 H 0.23
40 C 0.50
41 O -0.75
42 N -0.12
43 N -0.17
44 H 0.15
45 H 0.21
46 H -0.12
47 H 0.13
48 C -1.77
49 C 0.54
50 C -0.53
51 O -0.27
52 C -0.64
53 N 0.20
54 H 0.35
55 H 0.43
56 H 0.43
57 H 0.34
58 H 0.03
59 H 0.47
60 H 0.00
61 H 0.47
62 H 0.19
63 H 0.17
64 H -0.47
65 C -1.23
66 C 0.31
67 C -0.33
68 O -0.50
69 C -0.25
70 N -0.67
71 H 0.43
72 H 0.37
73 H 0.10
74 H 0.34
75 H 0.26
76 H 0.10
77 H -0.11
78 H 0.36
79 H 0.26
80 H 0.23
81 H 0.23
82 C -1.53
83 C 0.46
84 C 0.14
85 O -0.59
86 C -0.09
87 N -0.84
88 H 0.27
89 H 0.46
90 H 0.33
91 H 0.35
92 H 0.24
93 H -0.14
94 H -0.19
95 H 0.38
96 H 0.05
97 H 0.18
98 H 0.32
99 C -1.49